The following is a DFT calculation (wB97M-V/def2-TZVPD) of C24H43AlBF11N4O6S as an isolated structure.

Geometry as XYZ:
```
91
Properties=species:S:1:pos:R:3:lowdin_charge:R:1
S 0.49924 3.42448 0.57304 0.805
Al -0.46771 -5.47324 -3.21683 -0.071
F 0.94777 3.87955 3.06734 0.128
F 3.98101 1.16122 0.45135 0.104
F 1.94924 -1.31679 -5.79066 -0.072
F 3.30158 5.22350 2.86863 0.170
F 0.40702 -6.76661 -3.93022 -0.204
F 2.57771 2.78017 2.20223 0.138
F -1.22419 -5.99823 -1.75910 -0.213
F -1.66986 -4.89686 -4.31027 -0.212
F 3.17273 5.27180 0.73788 0.192
F 0.63115 -4.16421 -2.84932 -0.204
F 1.61610 6.15674 1.98624 0.212
O 0.55288 4.61557 -0.23289 -0.253
O -0.81848 3.30704 1.12178 -0.239
O 0.55416 -4.18803 6.07584 -0.192
O -2.79382 -0.42778 -0.89124 0.133
O 4.16933 1.03774 -1.67238 0.203
O -1.68063 -2.52781 -1.02337 0.130
N -3.61393 3.12732 -1.25045 -0.004
N 1.35555 -0.40973 -1.50676 0.039
N 1.23904 0.72140 0.51604 0.057
N 1.14892 -1.69129 0.42455 0.203
C -2.40726 -1.15948 3.40906 -0.195
C 1.72083 3.77905 1.97205 -0.442
C 2.44578 5.15292 1.83250 -0.598
C -1.53630 0.10608 3.17952 -0.172
C 1.22012 -0.47228 -0.15858 -0.282
C -2.78186 2.28838 -3.37949 -0.192
C 3.56334 1.47394 -0.79997 -0.468
C 2.33343 2.34928 -1.08633 0.003
C 1.90909 -1.60878 -2.15231 -0.117
C -0.88799 -0.63288 -2.65413 0.024
C -1.26184 2.47926 -3.63196 -0.181
C 2.27625 -2.10382 -4.68081 -0.169
C 1.42334 -3.44378 6.91461 -0.118
C 2.68471 -1.21010 -3.46400 -0.108
C -1.60479 -2.45616 3.70034 -0.204
C -0.65070 -2.38099 4.92421 -0.163
C 0.47010 0.61860 1.78030 -0.137
C 0.26737 0.28884 -2.22492 -0.204
C 0.99017 1.88503 -0.35299 -0.299
C -1.02969 0.20326 1.67919 -0.146
C -3.46222 3.49222 -2.68008 -0.264
C -0.43413 2.77601 -2.36320 -0.140
C 0.38119 -3.58498 4.80816 -0.234
C -0.11144 1.55500 -1.43211 -0.169
B -1.80523 -1.21093 -1.48847 -0.624
H -3.24845 2.18715 -4.38309 0.116
H -2.17502 0.98236 3.38635 0.117
H -3.04946 -0.96255 4.28844 0.114
H 3.11159 -2.76892 -4.96508 0.124
H 0.45033 3.37046 -2.65172 0.118
H -1.66797 0.96269 1.21050 0.099
H -4.18857 2.29526 -1.16188 0.064
H -0.88547 1.64396 -4.25525 0.106
H -1.17739 -2.50628 5.88579 0.121
H -0.00455 -4.30824 4.06677 0.120
H -2.52646 -2.94790 -1.26924 0.132
H -1.03058 -2.81854 2.82370 0.101
H -1.17579 3.36766 -4.29144 0.122
H 0.28206 -2.22493 0.41203 0.122
H 2.67432 -2.07203 -1.50568 0.134
H -0.66970 0.14954 3.86067 0.092
H -2.34664 -3.24532 3.93883 0.123
H 2.20309 2.32570 -2.17747 0.132
H 0.93668 -0.18957 2.37580 0.132
H -3.02316 1.34952 -2.84635 0.090
H 2.61722 3.38793 -0.83591 0.120
H 2.06240 -4.15747 7.46275 0.091
H 0.50365 1.47723 2.46651 0.107
H 0.88015 -2.78181 7.62136 0.090
H 2.10081 -2.77014 6.34424 0.087
H -1.05145 3.45349 -1.74056 0.094
H 3.75869 -1.41631 -3.30056 0.109
H 1.42864 -2.75302 -4.40091 0.098
H -0.48876 -1.51769 -3.19398 0.125
H 0.71073 0.67732 -3.16714 0.147
H 2.62123 -0.13377 -3.69014 0.104
H -4.45119 3.71383 -3.13124 0.105
H 1.92828 -2.14126 0.89015 0.143
H -2.85068 4.40871 -2.75786 0.114
H -3.98460 3.90228 -0.70997 0.070
H -1.58139 -0.18422 -3.38934 0.118
H 1.18355 -2.42479 -2.34296 0.091
H 1.32547 -3.15208 4.41385 0.112
H -0.03376 -1.46568 4.95944 0.094
H -1.14686 -0.81434 1.27852 0.086
H -1.04024 1.42982 -0.83380 0.133
H -3.09356 -1.32508 2.55404 0.111
H -3.43429 -1.03266 -0.48015 0.118
```

Properties
M   762.47 g/mol
Charge   0
Lowest unoccupied orbital energy   -1.64 eV
Energy   -3375.02784 hartree
HOMO   -9.793 eV

=====

The following is a DFT calculation (wB97M-V/def2-TZVPD) of C24H43BN7Pt as an isolated structure.

Geometry as XYZ:
```
76
Properties=species:S:1:pos:R:3:lowdin_charge:R:1
Pt 0.70866 0.26368 -0.63529 1.218
N -1.29220 -0.29612 -1.08261 0.033
N -0.21188 -3.44821 -1.05182 0.046
N -0.24128 -1.23443 1.67617 0.077
N -0.08793 1.64211 0.72528 -0.041
N -1.06374 1.16739 1.55754 0.030
N 0.82937 -1.09063 0.94216 0.037
N -2.09389 -0.60476 0.04759 0.112
C 2.24393 4.17598 1.25425 -0.009
C -4.39941 -1.41198 0.53041 0.046
C -2.43723 0.61671 -4.29076 -0.002
C -1.46285 2.19087 2.36891 -0.216
C 0.01138 -2.20126 2.63649 -0.129
C -2.52041 2.03281 3.40352 0.013
C 1.32419 -2.67272 2.44040 0.113
C -0.06879 0.46316 -3.48381 -0.039
C -0.72350 3.30230 2.03390 0.083
C -1.94488 -0.51442 -2.17267 -0.187
C 1.80794 2.92235 -0.86977 -0.062
C 0.13553 2.92145 0.98914 -0.202
C 4.08403 -3.01422 1.40381 -0.016
C 1.84746 -1.96959 1.39762 -0.132
C 1.16294 3.73796 0.25455 -0.535
C -3.26668 -1.02724 -0.34317 -0.165
C 3.20599 -1.92384 0.78228 -0.541
C -1.41346 -0.26650 -3.55204 -0.530
C 3.80657 -0.53946 1.09194 -0.005
C 0.47342 4.96830 -0.35346 -0.011
C -3.25999 -1.01133 -1.79598 0.250
C 3.11436 -2.13278 -0.73624 -0.019
C -1.26418 -1.61721 -4.27082 -0.003
C -0.96672 -2.58545 3.65760 0.047
B -1.50808 -0.27252 1.48955 -0.439
H -0.79725 4.27526 2.48972 0.142
H 5.06815 -2.99140 0.93769 0.110
H -5.21938 -1.81254 -0.05921 0.111
H -2.19590 -2.18562 -4.27348 0.101
H -2.64254 2.96805 3.94405 0.104
H 4.10743 -2.01988 -1.17017 0.114
H -0.65449 -3.61954 -1.95182 0.021
H -4.09260 -2.15350 1.26828 0.107
H 0.64996 -0.06106 -2.80802 0.044
H 0.42725 0.45343 -4.45388 0.122
H 1.81073 -3.42429 3.04009 0.153
H 2.73540 3.31654 1.71527 0.093
H 1.07913 2.65067 -1.64690 0.062
H -2.06110 0.83501 -5.29027 0.114
H 3.86912 -0.35849 2.16519 0.109
H -2.26007 1.26088 4.12813 0.093
H -1.91628 -2.87663 3.19986 0.114
H -2.32700 -0.54712 2.29986 0.125
H -3.39547 0.10986 -4.41292 0.099
H 1.81900 4.79077 2.04687 0.099
H -4.07901 -1.31180 -2.43275 0.158
H -0.79915 -3.94795 -0.38716 0.032
H 2.74493 -3.12628 -0.98555 0.087
H -0.47742 -2.22525 -3.82170 0.083
H 2.46339 -1.39624 -1.23318 0.040
H -4.75880 -0.53622 1.07667 0.121
H -2.60306 1.56392 -3.77547 0.104
H 2.34078 2.03233 -0.48257 0.050
H -0.59001 -3.39945 4.27017 0.116
H 4.81334 -0.49048 0.67730 0.115
H 0.63957 -4.00286 -1.09411 0.027
H 3.23062 0.27727 0.64179 0.047
H 2.58136 3.50236 -1.37476 0.119
H -3.48209 1.77899 2.95614 0.096
H -0.32779 4.68256 -1.03772 0.097
H 0.04859 5.60269 0.42368 0.098
H -0.18760 1.50386 -3.17735 0.084
H 3.00200 4.77008 0.74369 0.106
H 3.66738 -4.00965 1.24344 0.105
H 1.19877 5.56548 -0.90617 0.106
H -0.99527 -1.43561 -5.31116 0.113
H -1.18694 -1.72514 4.30035 0.127
H 4.22366 -2.85342 2.47343 0.105
```

Properties
M   635.55 g/mol
Charge   +3
Lowest unoccupied orbital energy (spin up / spin down)   -8.97 / -12.70 eV
Multiplicity   5
Energy   -1466.72831 hartree
HOMO (spin up / spin down)   -17.726 / -17.660 eV

=====

The following is a DFT calculation (wB97M-V/def2-TZVPD) of C24H43Cl2N4O4SScSi as an isolated structure.

Geometry as XYZ:
```
80
Properties=species:S:1:pos:R:3:lowdin_charge:R:1
Sc 0.18976 -1.66559 2.08196 0.471
Cl 1.53351 -3.43766 1.23005 0.009
Cl 0.10991 0.15319 0.85155 0.389
S 1.31873 2.98123 -0.18518 0.451
Si 1.78548 -1.47337 -3.57319 0.370
O 1.91071 -0.91220 3.05892 -0.207
O 0.35969 -0.87833 -3.09099 -0.169
O -1.46316 -2.87925 1.67274 -0.160
O -0.90421 -0.42848 3.56874 -0.151
N 3.53066 2.06474 1.27040 0.012
N -2.68720 -3.18127 -0.23322 -0.147
N 3.87602 0.18831 3.40041 -0.165
N -1.53892 1.76735 3.15703 -0.170
C -2.92059 1.51828 3.52156 -0.028
C -2.41023 2.67972 -1.28870 -0.082
C -1.47748 -0.42666 -4.55966 -0.216
C -3.14657 1.82279 -0.47627 -0.121
C 1.70040 -3.18346 -2.80236 -0.150
C 3.23120 1.13477 4.30459 -0.033
C 3.01944 -0.25359 -2.87476 -0.142
C 2.58700 2.44648 0.65225 -1.020
C -0.64125 0.80377 3.37749 -0.367
C -3.97247 -2.97890 -0.89899 -0.026
C 2.12859 -1.62010 -5.40608 -0.174
C -2.68103 -0.91670 -4.22887 -0.113
C -2.53693 -2.77219 1.02049 -0.243
C 3.15488 -0.76468 2.83468 -0.244
C -2.88565 0.45675 -0.49796 -0.114
C -3.57007 -1.64603 -5.17225 -0.099
C -1.64001 -3.89856 -0.98117 0.008
C -1.96053 -0.06651 -1.41000 -0.136
C 5.24997 0.44530 2.99249 -0.056
C -1.30851 0.77110 -2.31380 -0.167
C -0.55076 0.15935 -3.50650 -0.246
C -1.26804 2.94954 2.33036 -0.042
C -1.47762 2.15867 -2.19435 -0.037
C -0.96845 -0.43861 -5.96910 -0.044
H 3.99428 1.57366 4.96082 0.092
H -3.49823 1.19242 2.63854 0.087
H -4.41878 -3.94023 -1.19136 0.101
H -2.92651 0.73672 4.28774 0.094
H -3.34346 2.45895 3.89884 0.099
H 2.64384 0.76768 -3.04179 0.036
H 0.03714 0.96471 -3.97338 0.144
H 2.19536 -0.61877 -5.85681 0.034
H 5.27512 1.16000 2.15952 0.051
H -0.10955 0.22470 -6.08423 0.077
H 2.75167 1.95588 3.74125 0.085
H 0.73683 -3.67878 -3.05604 0.030
H 3.69078 -1.44048 2.15405 0.143
H -0.68762 -1.44553 -6.29703 0.080
H 3.99658 -0.35288 -3.36408 0.029
H 2.46876 0.61276 4.90482 0.093
H -1.19216 -3.25588 -1.75573 0.085
H -4.50877 -1.90831 -4.66889 0.067
H -1.78726 -1.14385 -1.47807 0.091
H 0.40339 1.15154 3.34172 0.116
H 1.72811 -3.12473 -1.70252 -0.005
H 3.11311 -0.34281 -1.77803 0.039
H 3.09848 -2.11507 -5.63027 0.045
H 5.81972 0.84768 3.82653 0.085
H 1.36317 -2.20503 -5.92840 0.018
H -3.91440 2.21735 0.20262 0.104
H -4.64009 -2.46758 -0.19677 0.092
H 2.51992 -3.79364 -3.18917 0.027
H -3.13481 -0.74340 -3.24780 0.085
H -3.41022 -0.20635 0.19215 0.084
H -0.25552 2.91752 1.88346 0.015
H -3.42298 -2.33145 1.49995 0.156
H -2.01157 2.99619 1.51692 0.074
H -1.38486 3.85103 2.94566 0.094
H -0.84936 -4.22107 -0.29378 0.070
H -2.57467 3.75418 -1.23031 0.109
H -0.89331 2.82143 -2.82613 0.114
H -1.75219 -0.08904 -6.65741 0.086
H -3.10127 -2.57945 -5.50369 0.082
H -2.08191 -4.76365 -1.48602 0.101
H -3.83795 -1.05985 -6.06028 0.079
H -3.85344 -2.35577 -1.79485 0.081
H 5.68030 -0.50587 2.66033 0.092
```

Properties
M   627.65 g/mol
Charge   0
Lowest unoccupied orbital energy   0.05 eV
Energy   -3829.33325 hartree
HOMO   -6.498 eV